Record 1
Density functional theory data (the ωB97M-V functional and the def2-TZVPD basis) for a gas-phase ion, C3H3Cl3N3 (charge +1).

XYZ file:
```
12
Properties=species:S:1:pos:R:3:forces:R:3:nbo_charge:R:1
C -1.420 0.004 -0.728 -0.34 -0.14 -1.06 -0.145
C 1.406 0.516 0.431 -1.75 -1.09 -1.45 -0.319
C 0.650 -0.855 0.286 2.74 0.84 1.40 0.323
N -1.715 1.047 0.006 0.14 -0.62 -0.20 0.051
N -2.081 1.948 0.553 0.14 0.37 0.26 0.171
N -0.462 -0.969 -0.319 -1.84 0.79 0.03 -0.447
Cl 3.049 0.307 0.930 -0.29 0.56 0.51 0.134
Cl 1.405 -2.169 1.054 -0.85 -0.03 -0.65 0.203
Cl 1.387 1.098 -1.289 0.12 0.44 0.61 0.035
H -2.052 -0.149 -1.628 0.82 -0.04 0.88 0.283
H 0.682 1.105 1.048 1.40 0.23 -0.18 0.261
H -0.849 -1.881 -0.344 -0.28 -1.32 -0.15 0.450
```
Positions in Å, forces in eV/Å.

Summary:
Gap between HOMO and LUMO (eV): 8.3
Largest force on an atom (eV Å⁻¹): 3.2
Energy relative to the best compared isomer or geometry (same formula, charge and spin) (eV): 0.584
LUMO level (eV): -5.398
Total charge: +1

---

Record 2
Density functional theory data (the ωB97M-V functional and the def2-TZVPD basis) for a single C3H3Cl3O molecule.

XYZ file:
```
10
Properties=species:S:1:pos:R:3:forces:R:3:nbo_charge:R:1
C 0.972 1.730 -0.001 0.59 0.94 0.66 -0.439
C 0.100 0.823 0.259 -2.62 -2.42 -1.70 0.094
O 0.568 -0.537 -0.022 -2.79 -0.82 0.17 -0.543
C -0.518 -1.496 -0.181 2.25 0.87 2.60 0.204
Cl 0.245 -3.210 -0.230 -0.96 2.23 -0.13 0.018
Cl -1.513 -1.124 -1.552 0.00 -0.36 0.18 0.077
Cl -1.465 -1.336 1.476 0.35 -0.71 -1.66 -0.068
H 0.674 2.747 0.065 0.19 0.74 0.05 0.219
H 1.961 1.384 -0.129 1.11 0.25 -0.46 0.220
H -1.025 1.019 0.315 1.88 -0.72 0.29 0.218
```
Positions in Å, forces in eV/Å.

Summary:
Gap between HOMO and LUMO (eV): 10.0
Largest force on an atom (eV Å⁻¹): 4.0
Energy relative to the best compared isomer or geometry (same formula, charge and spin) (eV): 1.681
LUMO level (eV): -0.036
SMILES: C=COC(Cl)(Cl)Cl
Total charge: 0

---

Record 3
Density functional theory data (the ωB97M-V functional and the def2-TZVPD basis) for a single C3H3Cl3O4S molecule.

XYZ file:
```
14
Properties=species:S:1:pos:R:3:forces:R:3:nbo_charge:R:1
C 2.978 -0.128 0.048 -4.49 2.11 2.19 -0.243
O 1.717 -0.698 -0.436 -0.30 0.13 0.37 -0.481
C 0.668 -0.107 0.090 -1.44 -0.05 0.46 0.983
O 0.549 0.690 0.975 1.01 -0.08 -0.18 -0.593
O -0.429 -0.607 -0.567 -1.06 -0.49 -0.18 -0.706
S -1.956 -0.525 0.128 2.11 -0.69 -1.31 1.745
O -1.907 -0.821 1.510 0.07 0.56 0.94 -0.851
Cl -2.432 -2.416 -0.689 -0.30 0.06 -0.38 -0.249
C -2.281 1.371 -0.297 1.16 -1.72 -0.86 -0.382
Cl -3.411 1.762 0.815 -2.00 1.48 1.83 0.126
Cl -2.886 1.420 -1.913 0.07 0.31 -0.59 0.044
H 3.567 -0.429 -0.690 3.42 -1.35 -2.37 0.195
H 3.084 -0.469 1.088 0.64 0.31 -0.59 0.209
H 2.739 0.957 -0.061 1.12 -0.57 0.68 0.202
```
Positions in Å, forces in eV/Å.

Summary:
Gap between HOMO and LUMO (spin up / spin down) (eV): 7.4 / 7.4
Largest force on an atom (eV Å⁻¹): 5.4
Energy relative to the best compared isomer or geometry (same formula, charge and spin) (eV): 2.028
LUMO level (spin up / spin down) (eV): -1.731 / -1.731
SMILES: COC(=O)O[S@](=O)(Cl)=C(Cl)Cl
Total charge: 0

---

Record 4
Density functional theory data (the ωB97M-V functional and the def2-TZVPD basis) for 2 unconnected molecules or ions with the total composition C3H3Cl3S.

XYZ file:
```
10
Properties=species:S:1:pos:R:3:forces:R:3:nbo_charge:R:1
C 1.424 -0.208 -0.627 5.39 1.00 4.70 -0.465
C 0.788 -0.125 0.689 -1.27 0.67 0.10 -0.317
C -1.727 0.249 0.178 2.82 1.50 -1.38 -0.284
S 1.486 -1.718 0.465 -0.89 1.20 0.01 0.204
Cl -1.975 -1.121 -0.711 -0.53 -1.61 -0.80 0.095
Cl -2.588 0.537 1.540 -1.16 0.05 1.98 0.110
Cl -1.577 1.712 -0.835 0.08 -0.39 0.24 -0.020
H 0.967 -0.209 -1.501 -2.54 -0.32 -3.76 0.210
H 2.535 0.226 -0.696 -2.55 -0.71 0.02 0.213
H 0.666 0.658 1.500 0.66 -1.40 -1.10 0.253
```
Positions in Å, forces in eV/Å.

Summary:
Gap between HOMO and LUMO (spin up / spin down) (eV): 8.1 / 7.4
Largest force on an atom (eV Å⁻¹): 7.2
Energy relative to the best compared isomer or geometry (same formula, charge and spin) (eV): 3.462
LUMO level (spin up / spin down) (eV): -0.112 / -0.480
Total charge: 0

---

Record 5
Density functional theory data (the ωB97M-V functional and the def2-TZVPD basis) for a single C3H3ClF2 molecule.

XYZ file:
```
9
Properties=species:S:1:pos:R:3:forces:R:3:nbo_charge:R:1
F -1.879 -1.236 0.043 -0.35 0.22 0.00 -0.313
C -0.567 -1.197 -0.139 1.78 -0.94 -0.19 0.263
C 0.185 -0.148 0.212 -1.18 -0.77 -0.41 -0.184
Cl 1.888 -0.197 -0.056 -0.03 0.08 0.05 0.027
C -0.492 1.125 0.594 -1.08 -1.28 0.33 0.005
F -0.946 1.700 -0.582 0.43 0.89 -0.02 -0.354
H -0.152 -2.140 -0.573 -0.46 0.93 0.47 0.181
H -1.420 0.915 1.160 0.56 -0.09 -0.04 0.190
H 0.153 1.714 1.214 0.34 0.97 -0.20 0.186
```
Positions in Å, forces in eV/Å.

Summary:
Gap between HOMO and LUMO (eV): 10.7
Largest force on an atom (eV Å⁻¹): 2.0
Energy relative to the best compared isomer or geometry (same formula, charge and spin) (eV): 0.707
LUMO level (eV): 0.926
SMILES: F/C=C(/Cl)CF
Total charge: 0

---

Record 6
Density functional theory data (the ωB97M-V functional and the def2-TZVPD basis) for a molecular structure, C3H3ClF2.

XYZ file:
```
9
Properties=species:S:1:pos:R:3:forces:R:3:nbo_charge:R:1
C 1.199 0.130 0.017 -0.24 -0.18 2.09 -0.003
C -0.258 -0.014 -0.380 0.83 0.39 0.75 -0.208
C -1.376 -0.015 0.316 4.29 -1.23 3.90 0.214
H 0.875 0.746 1.002 2.42 -1.32 -1.66 0.219
H 1.783 -0.994 0.200 -1.62 3.68 -0.60 0.222
H -2.304 -0.258 0.074 -3.85 -0.35 -1.91 0.181
F 1.936 0.972 -0.924 -1.55 -1.84 1.96 -0.362
F -1.252 -0.385 1.636 0.04 1.05 0.60 -0.355
Cl -0.603 -0.181 -1.941 -0.32 -0.20 -5.14 0.091
```
Positions in Å, forces in eV/Å.

Summary:
Gap between HOMO and LUMO (eV): 10.1
Largest force on an atom (eV Å⁻¹): 5.9
Energy relative to the best compared isomer or geometry (same formula, charge and spin) (eV): 2.678
LUMO level (eV): 0.560
Total charge: 0

---

Record 7
Density functional theory data (the ωB97M-V functional and the def2-TZVPD basis) for a single C3H3ClF2 molecule.

XYZ file:
```
9
Properties=species:S:1:pos:R:3:forces:R:3:nbo_charge:R:1
C -0.377 1.066 0.571 11.01 -5.66 -1.70 -0.246
C -1.564 1.661 0.545 -10.53 5.82 -0.68 0.310
C 0.479 0.581 -0.825 0.18 5.09 1.81 0.040
F -2.315 1.910 1.687 1.49 -0.73 -1.53 -0.310
F 1.816 0.457 -0.411 -1.15 -0.42 -0.29 -0.364
Cl -2.504 2.192 -0.919 1.51 -1.18 2.00 -0.023
H 0.148 0.570 1.455 -1.41 0.79 -1.20 0.235
H 0.517 1.336 -1.746 -0.53 -1.25 2.26 0.186
H 0.063 -0.296 -1.159 -0.58 -2.46 -0.66 0.171
```
Positions in Å, forces in eV/Å.

Summary:
Gap between HOMO and LUMO (spin up / spin down) (eV): 6.6 / 9.3
⟨S²⟩: 2.0090
Spin multiplicity: 3
Largest force on an atom (eV Å⁻¹): 12.5
Energy relative to the best compared isomer or geometry (same formula, charge and spin) (eV): 1.486
LUMO level (spin up / spin down) (eV): 0.617 / -2.720
Total charge: 0

---

Record 8
Density functional theory data (the ωB97M-V functional and the def2-TZVPD basis) for a single C3H3ClF2S2 molecule.

XYZ file:
```
11
Properties=species:S:1:pos:R:3:forces:R:3:nbo_charge:R:1
C 1.272 0.093 -2.698 -3.60 -0.83 -0.96 -0.759
S 1.023 0.793 -1.030 1.84 0.65 -1.73 0.403
C -0.179 -0.186 -0.443 -0.29 2.36 2.39 -0.509
S -0.549 -1.594 -0.961 -1.56 -2.97 -0.94 0.136
C -0.710 0.494 0.881 0.79 -6.13 0.28 0.734
F -1.826 -0.126 1.338 0.32 1.15 -0.50 -0.313
F -0.848 1.741 0.799 -0.14 2.46 0.64 -0.266
Cl 0.618 -0.246 2.082 -0.88 1.52 -0.39 -0.141
H 1.674 -0.947 -2.947 -0.59 1.40 1.19 0.255
H 1.907 0.832 -3.113 0.49 0.69 -0.88 0.221
H 0.089 0.171 -3.161 3.62 -0.30 0.91 0.239
```
Positions in Å, forces in eV/Å.

Summary:
Gap between HOMO and LUMO (eV): 8.5
Largest force on an atom (eV Å⁻¹): 6.2
Energy relative to the best compared isomer or geometry (same formula, charge and spin) (eV): 1.458
LUMO level (eV): -0.611
SMILES: CSC(=S)C(F)(F)Cl
Total charge: 0

---

Record 9
Density functional theory data (the ωB97M-V functional and the def2-TZVPD basis) for a single C3H3ClFNO molecule.

XYZ file:
```
10
Properties=species:S:1:pos:R:3:forces:R:3:nbo_charge:R:1
O -1.278 -1.253 -0.588 0.82 1.20 0.24 -0.561
N -1.735 -0.079 0.021 -0.31 -0.29 0.44 -0.105
C -0.874 0.823 0.309 0.40 -1.02 -1.34 -0.007
C 0.578 0.808 -0.066 0.21 -1.38 1.16 -0.400
C 1.383 -0.240 0.199 1.24 0.71 -0.91 0.445
F 1.131 -1.407 0.750 -0.66 0.45 0.07 -0.289
Cl 3.118 -0.218 -0.241 -1.19 0.19 0.24 -0.036
H -2.070 -1.781 -0.673 -0.39 -0.03 0.02 0.483
H -1.356 1.681 0.760 0.33 0.19 0.01 0.215
H 1.103 1.667 -0.472 -0.43 -0.03 0.07 0.255
```
Positions in Å, forces in eV/Å.

Summary:
Gap between HOMO and LUMO (eV): 10.4
Largest force on an atom (eV Å⁻¹): 1.8
Energy relative to the best compared isomer or geometry (same formula, charge and spin) (eV): 2.327
LUMO level (eV): 0.786
SMILES: O/N=C\C=C(/F)Cl
Total charge: 0

---

Record 10
Density functional theory data (the ωB97M-V functional and the def2-TZVPD basis) for 2 unconnected molecules or ions with the total composition C3H3ClFO2.

XYZ file:
```
10
Properties=species:S:1:pos:R:3:forces:R:3:nbo_charge:R:1
C 3.876 0.983 0.752 -0.85 2.65 1.31 0.708
C -0.093 -0.444 -0.216 1.17 -2.48 -1.90 -0.476
C 2.894 2.242 0.914 -0.17 0.15 0.25 0.184
O 4.305 0.950 -0.375 0.81 -1.21 -1.92 -0.714
O 4.098 0.464 1.830 0.25 -1.37 0.89 -0.725
F 2.750 2.877 2.113 0.10 -0.59 -0.28 -0.361
Cl 2.966 3.451 -0.323 -0.19 0.34 -0.27 -0.089
H -0.309 -0.625 -1.275 -0.22 0.06 0.52 0.146
H -0.260 0.482 0.160 -0.74 2.56 1.15 0.155
H 0.798 -0.949 0.134 -0.17 -0.12 0.24 0.173
```
Positions in Å, forces in eV/Å.

Summary:
Gap between HOMO and LUMO (spin up / spin down) (eV): 8.5 / 6.5
Largest force on an atom (eV Å⁻¹): 3.3
Energy relative to the best compared isomer or geometry (same formula, charge and spin) (eV): 3.528
LUMO level (spin up / spin down) (eV): 3.695 / 2.795
Total charge: -1

---

The records above give, respectively, DFT total energy values of -1660.58769 -1571.85310 -2195.69173 -1894.70582 -775.99316 -775.92073 -775.79844 -1572.34253 -806.07414 -826.57962 a.u..